Entry 1:
{
  "formula": "C19H18BeNOSe",
  "method": "the ωB97M-V functional and the def2-TZVPD basis",
  "species": ["C", "C", "C", "H", "C", "C", "H", "H", "H", "H", "C", "C", "C", "H", "C", "C", "H", "H", "H", "H", "Be", "O", "C", "C", "H", "H", "H", "H", "C", "C", "C", "H", "C", "H", "C", "H", "C", "H", "Se", "C", "N"],
  "xyz": [[0.5520, -1.9677, 2.9780], [-0.6855, -2.5329, 3.3978], [-0.9136, -3.7171, 2.6403], [-1.3493, -2.1243, 4.1434], [0.1905, -3.8704, 1.7598], [1.0976, -2.8034, 1.9664], [2.0379, -2.6095, 1.4420], [0.9959, -1.0434, 3.3488], [-1.8044, -4.3097, 2.6870], [0.2992, -4.6502, 1.0104], [-0.9755, 1.9927, 1.5947], [-1.0674, 2.0780, 2.9568], [0.3193, 2.2314, 3.5636], [-1.9553, 1.9955, 3.5795], [1.2019, 2.2016, 2.3208], [0.4212, 2.0807, 1.2045], [0.7588, 2.0449, 0.1714], [-1.7928, 1.8656, 0.8888], [0.4543, 3.1540, 4.1538], [2.2877, 2.2155, 2.3927], [-0.7284, -2.2545, 1.5564], [-0.1722, 1.3015, -1.9146], [-1.1267, 0.3548, -1.2977], [-0.0002, 0.0133, -2.2915], [-0.8502, 0.1641, -0.1849], [-2.1464, 0.1493, -1.6375], [0.6803, -0.6335, -1.7837], [0.9847, -1.7415, -4.4662], [0.6099, -0.7550, -4.6746], [-0.1864, -0.0333, -3.7568], [-0.6949, 1.2348, -4.2431], [-1.3158, 1.8446, -3.6590], [-0.0467, 1.8938, -5.2863], [-0.0774, 2.9955, -5.2816], [0.7895, 1.1819, -6.1861], [1.2967, 1.7269, -7.0040], [1.0982, -0.1516, -5.8626], [1.8406, -0.6422, -6.5249], [-0.7062, -0.4315, 6.5622], [0.0290, 0.4902, 5.3037], [0.6502, 1.0611, 4.4324]],
  "total_charge": -1,
  "homo_ev": [-0.58, -0.59]
}



Entry 2:
{
  "formula": "C19H18Br2N2O2S",
  "method": "the ωB97M-V functional and the def2-TZVPD basis",
  "species": ["C", "C", "N", "C", "C", "S", "C", "N", "H", "H", "H", "H", "H", "H", "H", "H", "C", "O", "C", "C", "C", "C", "C", "C", "C", "C", "Br", "C", "O", "C", "Br", "C", "C", "C", "H", "H", "H", "H", "H", "H", "H", "H", "H", "H"],
  "xyz": [[0.0624, 3.0601, -0.4172], [-1.0151, 4.1253, -0.6051], [-2.0290, 3.3967, -1.3449], [-3.3810, 3.8215, -1.6527], [-4.0039, 2.6211, -2.3722], [-2.9439, 1.1495, -2.1639], [-1.6891, 2.0811, -1.4116], [-0.5229, 1.7898, -0.8783], [0.9499, 3.3015, -1.0212], [0.3747, 2.9779, 0.6305], [-1.4045, 4.4798, 0.3578], [-0.6510, 4.9829, -1.1804], [-3.9436, 4.0552, -0.7359], [-3.3743, 4.7182, -2.2828], [-4.9940, 2.3664, -1.9815], [-4.0807, 2.8051, -3.4505], [-1.6212, -5.4014, 2.7947], [-2.1277, -4.1282, 2.3380], [-1.3584, -3.3417, 1.5439], [-0.0409, -3.6741, 1.1357], [0.7137, -2.7344, 0.4603], [0.2062, -1.4318, 0.1578], [1.0049, -0.4056, -0.4184], [2.3973, -0.3035, -0.2496], [3.1899, 0.5073, -1.1444], [4.5249, 0.7188, -0.9547], [5.5466, 1.7948, -2.1155], [5.2593, 0.1262, 0.2053], [6.4480, 0.3619, 0.4358], [4.4333, -0.7624, 1.0685], [5.3149, -1.6005, 2.5094], [3.0969, -0.9358, 0.8456], [-1.1687, -1.1918, 0.4452], [-1.9236, -2.1004, 1.1434], [-2.4348, -5.7940, 3.4055], [-1.4218, -6.0748, 1.9494], [-0.7141, -5.2797, 3.4032], [0.3850, -4.6516, 1.3776], [1.7222, -2.9975, 0.1413], [0.5075, 0.3247, -1.0577], [2.7019, 0.9543, -2.0099], [2.5502, -1.5757, 1.5349], [-1.5926, -0.2378, 0.1316], [-2.9530, -1.8976, 1.4331]],
  "total_charge": 0,
  "homo_ev": -7.50,
  "relative_energy_ev": 0.2875,
  "smiles": "COc1ccc(C=C2C=C(Br)C(=O)C(Br)=C2)cc1.C1CN2CCSC2=N1"
}



Entry 3:
{
  "formula": "C19H18CeNOS",
  "method": "the ωB97M-V functional and the def2-TZVPD basis",
  "species": ["C", "C", "C", "H", "C", "C", "H", "H", "H", "H", "C", "C", "C", "H", "C", "C", "H", "H", "H", "H", "Ce", "O", "C", "C", "H", "H", "H", "H", "C", "C", "C", "H", "C", "H", "C", "H", "C", "H", "S", "C", "N"],
  "xyz": [[0.7306, -2.3290, 0.9987], [-0.4024, -2.8497, 0.3854], [-0.2655, -2.6192, -1.0086], [-1.2050, -3.4197, 0.8245], [0.9721, -1.9475, -1.2153], [1.6279, -1.8919, 0.0212], [2.6696, -1.6342, 0.1945], [0.9144, -2.2981, 2.0489], [-0.9513, -2.9312, -1.7723], [1.3662, -1.5945, -2.1511], [-0.6070, 2.6760, -0.6083], [-0.3040, 2.8103, 0.7649], [0.8586, 2.0805, 1.0257], [-0.8329, 3.4061, 1.4690], [1.3440, 1.5403, -0.1992], [0.4460, 1.9265, -1.2335], [0.4870, 1.6898, -2.2862], [-1.4228, 3.1618, -1.1133], [1.3596, 2.0006, 1.9544], [2.2794, 1.0386, -0.3456], [-0.7890, -0.1413, -0.5494], [-1.0512, -0.1043, -2.6433], [-1.8297, -0.5533, -3.7024], [-0.6069, -0.9901, -4.4678], [-2.4472, -1.3805, -3.3709], [-2.3899, 0.2158, -4.2624], [-0.1697, -1.9256, -4.1969], [1.2063, -1.7504, -6.2285], [0.7118, -0.8023, -6.4808], [-0.0804, -0.1727, -5.5023], [-0.5409, 1.1444, -5.7216], [-1.1260, 1.6123, -4.9456], [-0.2224, 1.7844, -6.8956], [-0.5166, 2.8358, -6.9862], [0.3979, 1.0963, -7.9329], [0.4919, 1.5802, -8.8996], [0.8676, -0.2206, -7.7155], [1.3346, -0.7540, -8.5572], [-0.1431, 0.0687, 4.2811], [-0.8353, -0.1191, 2.9180], [-1.3263, -0.2388, 1.8291]],
  "total_charge": 0,
  "homo_ev": [-7.05, -8.18],
  "relative_energy_ev": 1.4646,
  "spin_multiplicity": 2,
  "s2": 0.786
}



Entry 4:
{
  "formula": "C19H18Cl2N2O5",
  "method": "the ωB97M-V functional and the def2-TZVPD basis",
  "species": ["O", "C", "O", "C", "H", "H", "C", "O", "N", "C", "H", "C", "N", "C", "O", "C", "C", "C", "C", "O", "H", "H", "H", "C", "H", "H", "C", "H", "H", "H", "H", "H", "C", "C", "C", "C", "C", "C", "C", "Cl", "H", "H", "H", "Cl", "H", "H"],
  "xyz": [[-2.1747, -1.1220, -1.4411], [-2.0244, -1.8799, -0.5239], [-1.2532, -2.9704, -0.5568], [-0.6065, -3.3114, -1.7810], [-1.3033, -3.8824, -2.4040], [0.2332, -3.9508, -1.4963], [-0.1203, -2.1380, -2.6380], [-0.4232, -2.0753, -3.8108], [0.7205, -1.2522, -2.0561], [1.1758, -1.3133, -0.6788], [0.3347, -1.2899, 0.0196], [2.0723, -0.1207, -0.3697], [1.3761, 1.1200, -0.6449], [1.4120, 2.0993, 0.2938], [2.0286, 1.9560, 1.3387], [0.7117, 3.3725, 0.0134], [-0.4235, 3.7504, -0.6632], [-0.5809, 5.1334, -0.4330], [0.4635, 5.4992, 0.3630], [1.2349, 4.4500, 0.6413], [0.7508, 6.4463, 0.7759], [-1.3627, 5.7613, -0.8077], [-1.0919, 3.1355, -1.2274], [0.6204, 1.1579, -1.8814], [0.8041, 2.1010, -2.4039], [-0.4523, 1.0666, -1.6710], [1.0165, -0.0216, -2.7621], [0.4212, -0.0266, -3.6771], [2.0756, 0.0223, -3.0331], [2.9977, -0.1711, -0.9540], [2.3360, -0.1169, 0.6908], [1.7322, -2.2422, -0.5104], [-2.6361, -1.7088, 0.8601], [-1.5351, -1.4980, 1.8606], [-0.9569, -0.2393, 2.0419], [0.0980, -0.0319, 2.9160], [0.5980, -1.1015, 3.6369], [0.0472, -2.3612, 3.4885], [-1.0033, -2.5512, 2.6040], [-1.6486, -4.1435, 2.4314], [0.4281, -3.1999, 4.0491], [1.4223, -0.9498, 4.3150], [0.5386, 0.9482, 3.0061], [-1.5545, 1.1103, 1.1409], [-3.1945, -2.6118, 1.1067], [-3.3043, -0.8486, 0.8320]],
  "total_charge": 0,
  "homo_ev": -8.98,
  "relative_energy_ev": 0.0841,
  "smiles": "O=C(Cc1c(Cl)cccc1Cl)OCC(=O)N1CCN(C(=O)c2ccco2)CC1"
}